(1)
This record from OMol25 describes 9 unconnected molecules or ions with the total composition H18O9 in a non-equilibrium geometry. The level of theory is ωB97M-V with the def2-TZVPD basis set.

Results
E_LUMO = 0.050 eV
largest force on an atom = 1.90 eV/A

Structure (ORCA input):
```
! wB97M-V def2-TZVPD RIJCOSX def2/J DEFGRID3
* xyz 0 1
O -1.94 3.68 0.94
H -2.72 3.66 1.51
H -1.22 3.38 1.53
O 0.47 3.17 1.79
H 0.95 2.33 1.60
H 0.43 3.08 2.77
O -0.18 -3.95 0.79
H -0.41 -3.00 0.61
H -0.24 -4.43 -0.05
O -1.58 -3.33 -1.38
H -1.99 -2.47 -1.37
H -2.01 -4.13 -1.07
O 1.07 3.40 -1.37
H 2.01 3.45 -1.10
H 0.66 3.71 -0.53
O -2.05 0.25 -0.39
H -2.68 0.61 -1.02
H -2.20 0.79 0.40
O 0.50 0.79 0.78
H 0.96 0.17 0.22
H -0.10 1.28 0.21
O 3.23 -0.64 1.28
H 3.18 -1.23 0.52
H 3.16 -1.30 1.98
O 0.67 -3.36 -2.56
H 0.55 -2.83 -1.77
H 0.21 -2.72 -3.15
*
```

(2)
This record from OMol25 describes a molecular structure, H18O9Sr. The level of theory is ωB97M-V with the def2-TZVPD basis set.

Results
E_LUMO = -6.064 eV
largest force on an atom = 0.76 eV/A

Structure (ORCA input):
```
! wB97M-V def2-TZVPD RIJCOSX def2/J DEFGRID3
* xyz 2 1
Sr 0.18 -0.05 0.04
O 1.92 1.63 0.92
H 1.66 2.38 1.47
H 2.88 1.73 0.83
O -0.86 2.31 -0.10
H -0.79 3.27 -0.25
H -1.81 2.11 -0.08
O 1.86 -1.20 1.49
H 2.05 -0.81 2.36
H 2.36 -2.03 1.48
O -0.91 -0.41 -2.29
H -1.33 -1.11 -2.83
H -1.17 0.42 -2.73
O -2.68 0.16 -0.09
H -3.39 0.32 0.55
H -3.14 0.01 -0.93
O 1.14 -2.31 -1.20
H 1.91 -2.90 -1.11
H 0.93 -2.33 -2.14
O -1.23 -2.07 1.10
H -1.00 -2.57 0.30
H -1.15 -2.73 1.81
O -0.58 0.53 2.35
H -1.24 0.15 2.96
H -0.57 1.48 2.55
O 1.37 1.27 -1.88
H 2.32 1.40 -1.73
H 1.27 1.39 -2.84
*
```

(3)
This record from OMol25 describes a molecular structure, H18O9Xe. The level of theory is ωB97M-V with the def2-TZVPD basis set.

Results
E_LUMO = 0.108 eV
largest force on an atom = 0.89 eV/A

Structure (ORCA input):
```
! wB97M-V def2-TZVPD RIJCOSX def2/J DEFGRID3
* xyz 0 1
Xe 19.20 18.25 -15.87
O 16.17 15.83 -16.64
H 15.66 16.55 -16.26
H 15.53 15.14 -16.80
O 18.02 21.89 -16.14
H 18.78 21.84 -15.56
H 17.90 22.83 -16.29
O 17.06 20.27 -18.38
H 16.19 19.97 -18.12
H 17.35 20.82 -17.66
O 18.55 18.00 -19.43
H 18.44 18.28 -20.33
H 18.06 18.64 -18.91
O 22.38 18.12 -13.61
H 22.24 18.25 -12.67
H 21.84 17.36 -13.84
O 20.63 16.02 -18.57
H 19.83 16.53 -18.44
H 20.40 15.40 -19.27
O 19.88 14.11 -16.66
H 20.11 14.72 -17.35
H 20.19 13.26 -16.97
O 21.42 14.99 -14.38
H 20.75 15.05 -13.70
H 20.93 14.97 -15.20
O 18.57 17.88 -11.73
H 18.71 17.10 -12.26
H 17.62 18.03 -11.78
*
```

(4)
This record from OMol25 describes 10 unconnected molecules or ions with the total composition H19O10 in a non-equilibrium geometry. The level of theory is ωB97M-V with the def2-TZVPD basis set.

Results
E_LUMO = 3.146 eV
largest force on an atom = 14.00 eV/A

Structure (ORCA input):
```
! wB97M-V def2-TZVPD RIJCOSX def2/J DEFGRID3
* xyz -1 1
O 0.35 -0.31 -0.34
H 0.15 0.00 0.54
O 2.36 1.57 -0.47
H 2.42 1.45 0.39
H 1.85 0.86 -0.40
O 2.01 -1.00 -2.25
H 1.31 -0.90 -1.67
H 2.96 -1.22 -1.79
O 0.62 1.87 2.26
H 0.29 1.77 3.23
H -0.09 2.04 1.68
O -1.02 1.58 -1.48
H -0.51 2.29 -1.91
H -0.53 0.82 -1.02
O -1.83 2.70 0.75
H -1.55 2.26 -0.17
H -2.74 2.97 0.70
O 0.43 -2.85 -0.29
H -0.08 -3.30 -0.99
H 0.22 -2.07 -0.37
O -1.99 -1.13 1.37
H -2.75 -1.42 0.77
H -1.39 -0.65 0.81
O -1.92 -1.55 -1.66
H -1.29 -0.93 -1.56
H -2.69 -1.23 -1.36
O 2.14 -0.99 1.84
H 1.86 -1.84 2.16
H 1.40 -0.76 1.24
*
```

(5)
This record from OMol25 describes 10 unconnected molecules or ions with the total composition H19O10 in a non-equilibrium geometry. The level of theory is ωB97M-V with the def2-TZVPD basis set.

Results
E_LUMO = 2.766 eV
largest force on an atom = 2.98 eV/A

Structure (ORCA input):
```
! wB97M-V def2-TZVPD RIJCOSX def2/J DEFGRID3
* xyz -1 1
O -2.74 21.27 14.03
H -2.11 21.18 14.76
O -4.98 22.28 13.07
H -4.18 21.97 13.59
H -5.56 22.54 13.80
O -3.18 19.37 16.34
H -3.06 19.65 15.42
H -2.30 19.01 16.47
O -1.41 19.18 13.32
H -1.88 20.04 13.54
H -2.16 18.57 13.12
O -3.37 23.25 15.55
H -3.20 22.41 15.03
H -3.17 23.97 14.94
O -4.29 19.13 13.81
H -5.20 19.38 13.96
H -3.81 19.97 13.86
O -0.16 23.52 14.29
H -0.45 24.41 14.58
H -0.49 22.98 15.01
O -0.99 22.09 16.47
H -0.68 22.09 17.38
H -1.84 22.43 16.59
O 0.90 20.60 14.64
H 0.14 20.92 15.12
H 1.53 21.27 14.63
O -2.12 22.89 12.15
H -2.33 22.22 12.86
H -1.20 22.58 11.99
*
```

(6)
This record from OMol25 describes 9 unconnected molecules or ions with the total composition H19O9 in a non-equilibrium geometry. The level of theory is ωB97M-V with the def2-TZVPD basis set.

Results
E_LUMO (alpha / beta) = 0.133 / 0.055 eV
largest force on an atom = 2.30 eV/A

Structure (ORCA input):
```
! wB97M-V def2-TZVPD RIJCOSX def2/J DEFGRID3
* xyz 0 2
O 0.40 1.16 2.45
H -0.03 0.30 2.31
H -0.83 -3.45 -0.94
O -2.14 -0.52 -1.34
H -2.87 -0.12 -0.86
O 1.06 2.24 -0.19
H -0.03 -1.65 4.06
H 0.54 1.45 0.10
O -0.36 -1.46 3.18
H -0.09 1.61 3.15
H -2.13 -1.45 -1.08
O 3.20 1.30 0.97
H -1.52 -2.56 -3.32
H 3.81 1.23 1.71
O -0.91 -2.80 -4.02
H -0.65 -2.08 -4.59
H 2.65 0.56 1.15
O 0.55 -0.49 0.34
H 0.49 3.10 -0.21
H 0.37 -1.29 0.82
O -0.86 3.61 -0.93
H -0.37 -2.30 2.71
H 0.73 -0.61 -0.60
O -0.13 -2.98 -1.39
H -0.91 4.56 -1.11
H -1.76 3.37 -0.61
H 1.72 2.29 0.55
H 0.08 -3.02 -2.33
*
```

(7)
This record from OMol25 describes 9 unconnected molecules or ions with the total composition H19O9 in a non-equilibrium geometry. The level of theory is ωB97M-V with the def2-TZVPD basis set.

Results
E_LUMO = -3.041 eV
largest force on an atom = 9.50 eV/A

Structure (ORCA input):
```
! wB97M-V def2-TZVPD RIJCOSX def2/J DEFGRID3
* xyz 1 1
O -29.52 -6.41 -4.46
H -28.63 -6.64 -4.38
H -29.90 -7.19 -3.93
H -29.69 -6.11 -5.28
O -30.63 -7.87 -2.40
H -30.54 -7.16 -1.67
H -31.68 -8.05 -2.47
O -31.92 -8.51 -5.37
H -31.54 -9.22 -5.01
H -32.87 -8.78 -5.51
O -26.40 -6.49 -5.47
H -26.07 -5.73 -5.66
H -25.80 -6.77 -4.76
O -29.57 -4.09 -2.41
H -28.60 -4.45 -2.36
H -29.65 -3.07 -2.33
O -30.51 -6.23 -6.78
H -31.10 -5.68 -7.33
H -30.99 -7.04 -6.75
O -27.29 -8.06 -2.84
H -27.10 -8.94 -3.17
H -26.49 -7.67 -2.69
O -29.76 -3.57 -5.74
H -29.11 -3.55 -6.39
H -29.68 -2.88 -5.08
O -31.94 -4.24 -4.14
H -31.85 -4.16 -3.07
H -31.21 -3.84 -4.55
*
```

(8)
This record from OMol25 describes 2 unconnected molecules or ions with the total composition H2 in a non-equilibrium geometry. The level of theory is ωB97M-V with the def2-TZVPD basis set.

Results
E_LUMO = -3.141 eV
largest force on an atom = 2.19 eV/A

Structure (ORCA input):
```
! wB97M-V def2-TZVPD RIJCOSX def2/J DEFGRID3
* xyz 0 1
H 0.00 0.00 1.21
H 0.00 0.00 -1.21
*
```

(9)
This record from OMol25 describes 2 unconnected molecules or ions with the total composition H2 in a non-equilibrium geometry. The level of theory is ωB97M-V with the def2-TZVPD basis set.

Results
E_LUMO = -1.349 eV
largest force on an atom = 3.80 eV/A

Structure (ORCA input):
```
! wB97M-V def2-TZVPD RIJCOSX def2/J DEFGRID3
* xyz 0 1
H 0.00 0.00 0.86
H 0.00 0.00 -0.86
*
```

(10)
This record from OMol25 describes 2 unconnected molecules or ions with the total composition H2 in a non-equilibrium geometry. The level of theory is ωB97M-V with the def2-TZVPD basis set.

Results
E_LUMO = -3.888 eV
largest force on an atom = 1.46 eV/A

Structure (ORCA input):
```
! wB97M-V def2-TZVPD RIJCOSX def2/J DEFGRID3
* xyz 0 1
H -1.29 -0.71 0.19
H 1.29 0.71 -0.19
*
```

(11)
This record from OMol25 describes 11 unconnected molecules or ions with the total composition H20NO13 in a non-equilibrium geometry. The level of theory is ωB97M-V with the def2-TZVPD basis set.

Results
E_LUMO = 2.932 eV
largest force on an atom = 8.84 eV/A

Structure (ORCA input):
```
! wB97M-V def2-TZVPD RIJCOSX def2/J DEFGRID3
* xyz -1 1
N 31.74 25.18 26.26
O 32.37 25.17 25.27
O 31.29 23.99 26.60
O 31.18 26.18 26.68
O 32.33 28.02 28.36
H 31.95 27.39 28.96
H 31.80 27.63 27.66
O 30.35 23.68 23.17
H 29.57 23.82 22.72
H 30.37 24.17 23.93
O 32.34 21.84 24.92
H 32.30 22.79 24.95
H 31.36 21.48 25.15
O 29.29 27.13 24.54
H 29.73 26.88 25.35
H 29.06 28.02 24.79
O 34.58 24.22 23.87
H 33.61 24.16 23.75
H 34.80 23.45 24.16
O 33.25 27.51 23.88
H 33.18 26.69 24.30
H 34.24 27.36 23.71
O 32.44 23.92 29.82
H 31.81 24.64 29.79
H 33.02 23.91 28.96
O 34.36 23.69 27.63
H 33.58 23.38 27.23
H 34.70 24.44 27.17
O 28.94 23.84 27.93
H 29.78 24.00 27.59
H 29.08 23.21 28.63
O 29.51 21.19 25.62
H 29.53 21.97 26.06
H 29.64 20.55 26.16
*
```

(12)
This record from OMol25 describes a molecular structure, H20NeO10. The level of theory is ωB97M-V with the def2-TZVPD basis set.

Results
E_LUMO = -0.164 eV
largest force on an atom = 0.80 eV/A

Structure (ORCA input):
```
! wB97M-V def2-TZVPD RIJCOSX def2/J DEFGRID3
* xyz 0 1
Ne 0.39 -0.37 -0.12
O -2.34 0.49 1.16
H -1.64 0.77 1.75
H -2.17 -0.44 1.00
O 0.67 -3.68 1.24
H -0.15 -4.06 0.92
H 1.25 -3.70 0.48
O -0.20 1.50 -3.91
H -0.47 2.10 -4.60
H -0.73 1.75 -3.15
O -1.61 1.67 -1.43
H -2.26 2.35 -1.30
H -1.75 1.05 -0.71
O -0.47 1.72 2.90
H -0.76 2.63 2.98
H -0.66 1.33 3.75
O -1.16 -2.73 3.18
H -1.96 -2.65 2.66
H -0.53 -3.15 2.59
O 1.67 2.92 1.70
H 0.98 2.40 2.10
H 1.21 3.52 1.11
O 4.52 0.39 -1.36
H 3.80 0.08 -1.90
H 4.75 -0.36 -0.81
O 2.66 0.18 -3.31
H 2.96 0.84 -3.93
H 1.94 0.60 -2.84
O -2.45 -2.07 0.08
H -3.03 -2.64 0.58
H -2.46 -2.43 -0.81
*
```